# C32H36BaF3N2O5Sb

A molecular structure, C32H36BaF3N2O5Sb (wB97M-V/def2-TZVPD, the OMol25 dataset).

Cartesian coordinates (Å):
Ba1 0.149 0.205 0.519
O1 2.482 -0.833 1.605
C1 1.711 -0.444 2.703
C2 0.457 -1.337 2.995
N1 -0.516 -1.708 1.956
C3 -0.543 -3.161 1.814
C4 0.849 -3.793 1.613
O2 0.886 -5.011 1.836
O3 1.810 -3.018 1.342
C5 -1.916 -1.190 2.077
C6 -2.640 0.207 1.706
O4 -3.709 0.278 2.329
O5 -2.213 1.066 0.876
H1 2.271 -1.796 1.376
H2 1.574 0.647 2.577
H3 2.274 -0.523 3.648
H4 -0.024 -0.967 3.909
H5 0.968 -2.261 3.282
H6 -1.146 -3.406 0.942
H7 -1.008 -3.637 2.689
H8 -2.276 -1.324 3.104
H9 -2.511 -1.870 1.466
C7 -1.959 3.379 -2.475
C8 -3.121 2.686 -2.788
C9 -3.104 1.306 -2.778
C10 -1.920 0.633 -2.447
N2 -0.812 1.305 -2.122
C11 -0.840 2.633 -2.141
C12 -1.819 -0.846 -2.446
C13 -2.534 -1.549 -3.421
C14 -2.406 -2.925 -3.519
C15 -1.559 -3.579 -2.633
C16 -0.868 -2.856 -1.664
C17 -0.948 -1.457 -1.515
H10 -1.923 4.461 -2.470
H11 -4.035 3.220 -3.022
H12 -4.000 0.737 -2.983
H13 0.096 3.121 -1.876
H14 -3.166 -1.021 -4.131
H15 -2.942 -3.475 -4.285
H16 -1.430 -4.656 -2.706
H17 -0.198 -3.417 -1.017
C18 -2.859 3.611 4.937
C19 -2.037 3.751 3.661
Sb1 -0.646 2.146 3.306
C20 0.353 3.402 1.779
C21 1.372 4.386 2.340
C22 0.685 2.600 4.981
C23 0.501 1.595 6.123
H18 -3.615 4.396 5.024
H19 -2.226 3.668 5.827
H20 -3.378 2.651 4.959
H21 -1.466 4.684 3.656
H22 -2.681 3.757 2.780
H23 -0.491 3.937 1.338
H24 0.783 2.829 0.956
H25 0.979 4.922 3.209
H26 1.654 5.131 1.592
H27 2.288 3.880 2.651
H28 0.519 3.622 5.332
H29 1.712 2.564 4.607
H30 -0.550 1.329 6.268
H31 0.875 1.980 7.075
H32 1.036 0.666 5.915
F1 4.032 -2.928 -8.190
C24 3.539 -3.632 -7.138
F2 2.446 -4.268 -7.598
F3 4.465 -4.600 -6.910
C25 3.273 -2.783 -5.948
C26 2.047 -2.815 -5.290
C27 1.829 -2.019 -4.183
C28 2.834 -1.165 -3.692
C29 4.071 -1.162 -4.362
C30 4.287 -1.954 -5.472
C31 2.575 -0.339 -2.570
C32 2.121 0.285 -1.612
H33 1.257 -3.463 -5.647
H34 0.877 -2.040 -3.665
H35 4.857 -0.517 -3.991
H36 5.245 -1.931 -5.978

Calculated values
* maximum force: 3.86 eV/Å
* DFT total energy: -2292.00116 a.u.
* ΔE to the lowest compared entry with this formula, charge and spin: 77.5 kcal per mole
* total charge: -2

These are the Mulliken partial charges, in e, on atoms 1 to 8: 0.8535, -0.5020, -1.5372, -0.1145, 0.5109, -1.1503, 0.4330, -0.8188